# 1
ORCA calculation (ωB97M-V/def2-TZVPD) on a molecular structure, C3H12AsO.

```
17
C3H12AsO (ωB97M-V/def2-TZVPD)
C 2.03 -0.84 0.21
C 1.55 0.69 -0.24
O 0.32 0.61 -1.04
As -1.20 0.88 -0.03
C -1.68 -1.11 -0.05
H 2.33 -0.84 1.35
H 1.17 -1.59 -0.05
H 3.01 -1.14 -0.39
H 2.41 1.05 -0.99
H 1.51 1.41 0.69
H -0.48 0.77 1.33
H -1.04 2.45 -0.07
H -1.99 1.02 -1.38
H -2.53 1.12 0.74
H -2.86 -1.22 0.04
H -1.24 -1.66 0.91
H -1.28 -1.60 -1.04
```

Output
Orbital gap, eV: 7.31
Net charge: -1

---

# 2
ORCA calculation (ωB97M-V/def2-TZVPD) on 6 unconnected molecules or ions with the total composition C3H12Cl6O3.

```
24
C3H12Cl6O3 (ωB97M-V/def2-TZVPD)
Cl -3.51 0.55 -3.10
C -2.48 1.88 -2.58
Cl -1.28 2.07 -3.82
H -3.06 2.79 -2.47
H -2.01 1.69 -1.61
Cl -0.69 0.12 3.38
C -0.35 -1.40 4.22
Cl -1.75 -2.04 5.15
H -0.30 -2.14 3.42
H 0.55 -1.22 4.80
Cl 1.88 0.42 -3.82
C 2.34 1.06 -2.24
Cl 1.69 2.77 -2.08
H 1.91 0.40 -1.48
H 3.42 1.19 -2.26
O 0.18 1.25 0.83
H 0.43 0.69 1.56
H -0.18 0.64 0.18
O 1.70 -1.81 1.37
H 1.41 -1.45 0.53
H 1.57 -2.76 1.27
O -0.58 -1.25 -0.21
H -0.26 -1.30 -1.11
H -0.64 -2.16 0.08
```

Output
Orbital gap, eV: 10.29
Net charge: 0
SMILES: ClCCl.ClCCl.ClCCl.O.O.O

---

# 3
ORCA calculation (ωB97M-V/def2-TZVPD) on a molecular structure, C3H12F2O3V.

```
21
C3H12F2O3V (ωB97M-V/def2-TZVPD)
V 3.13 0.92 -1.30
F 1.30 0.68 -0.27
F 3.90 -0.71 -0.25
C -1.24 2.91 0.17
O -0.46 2.68 -1.00
H -2.24 2.49 0.07
H -0.68 2.65 1.07
H -1.43 3.98 0.19
H 0.27 2.09 -0.79
C -1.56 -1.86 -1.89
O -1.61 -0.58 -1.30
H -1.83 -2.58 -1.12
H -2.19 -1.96 -2.77
H -0.50 -2.05 -2.08
H -0.78 -0.54 -0.81
C 0.93 -1.69 2.10
O 1.26 -0.35 2.42
H 1.28 -1.79 1.07
H 1.55 -2.36 2.70
H -0.09 -2.06 2.17
H 0.99 0.13 1.63
```

Output
Orbital gap (spin up / spin down), eV: 6.81 / 2.74
Net charge: +1
Spin multiplicity: 5

---

Repeat the first record exactly.
ORCA calculation (ωB97M-V/def2-TZVPD) on a molecular structure, C3H12AsO.

```
17
C3H12AsO (ωB97M-V/def2-TZVPD)
C 2.03 -0.84 0.21
C 1.55 0.69 -0.24
O 0.32 0.61 -1.04
As -1.20 0.88 -0.03
C -1.68 -1.11 -0.05
H 2.33 -0.84 1.35
H 1.17 -1.59 -0.05
H 3.01 -1.14 -0.39
H 2.41 1.05 -0.99
H 1.51 1.41 0.69
H -0.48 0.77 1.33
H -1.04 2.45 -0.07
H -1.99 1.02 -1.38
H -2.53 1.12 0.74
H -2.86 -1.22 0.04
H -1.24 -1.66 0.91
H -1.28 -1.60 -1.04
```

Output
Orbital gap, eV: 7.31
Net charge: -1